(a)
Computed, not measured: a cluster of 7 separate species, C14H42O14 in total, with ωB97M-V/def2-TZVPD.

Computed properties:
Lowest unoccupied orbital energy = 0.22 eV
SMILES = OCCO.OCCO.OCCO.OCCO.OCCO.OCCO.OCCO
HOMO = -9.91 eV
Orbital gap = 10.122 eV

Each atom is followed by the atoms it is bonded to, with distances in Å.
Positions of all 70 atoms, in Å:
1 C -20.79957 9.19284 -14.81777  C2 1.514, O4 1.447, H5 1.090, H6 1.090
2 C -21.19616 8.76653 -13.42033  C1 1.514, O3 1.411, H7 1.090, H8 1.090
3 O -21.73741 9.84407 -12.68740  C2 1.411, H9 0.960
4 O -19.89084 10.31680 -14.88269  C1 1.447, H10 0.960
5 H -21.75696 9.37409 -15.30629  C1 1.090
6 H -20.45024 8.27542 -15.29149  C1 1.090
7 H -20.29948 8.48160 -12.86997  C2 1.090
8 H -21.90345 7.94705 -13.29262  C2 1.090
9 H -21.01363 10.46071 -12.55520  O3 0.960
10 H -20.01993 10.82724 -14.07995  O4 0.960
11 C -6.72988 1.50077 -11.65525  C12 1.479, O14 1.446, H15 1.090, H16 1.090
12 C -5.69392 1.61122 -10.60527  C11 1.479, O13 1.412, H17 1.090, H18 1.090
13 O -5.88388 2.84662 -9.94877  C12 1.412, H19 0.960
14 O -6.26923 2.34693 -12.73384  C11 1.446, H20 0.960
15 H -7.79796 1.60667 -11.46531  C11 1.090
16 H -6.73096 0.50407 -12.09649  C11 1.090
17 H -4.67919 1.39572 -10.93991  C12 1.090
18 H -5.71683 0.73119 -9.96251  C12 1.090
19 H -5.24216 2.88619 -9.23585  O13 0.960
20 H -6.20126 3.23689 -12.38038  O14 0.960
21 C -13.00332 1.81906 -21.88758  C22 1.548, O24 1.419, H25 1.090, H26 1.090
22 C -12.88859 1.56585 -20.36510  C21 1.548, O23 1.425, H27 1.090, H28 1.090
23 O -14.19148 1.35321 -19.82951  C22 1.425, H29 0.960
24 O -13.95901 2.86375 -21.97483  C21 1.419, H30 0.960
25 H -13.40245 0.96482 -22.43445  C21 1.090
26 H -12.04898 2.13931 -22.30565  C21 1.090
27 H -12.45621 2.41981 -19.84367  C22 1.090
28 H -12.25015 0.72243 -20.10212  C22 1.090
29 H -14.04280 1.11248 -18.91215  O23 0.960
30 H -14.76874 2.63275 -21.51377  O24 0.960
31 C -12.55525 -3.19624 -5.90300  C32 1.593, O34 1.408, H35 1.090, H36 1.090
32 C -13.88304 -2.41312 -5.50195  C31 1.593, O33 1.406, H37 1.090, H38 1.090
33 O -14.46728 -3.16146 -4.46433  C32 1.406, H39 0.960
34 O -12.80154 -4.31963 -6.71572  C31 1.408, H40 0.960
35 H -11.99619 -3.56500 -5.04302  C31 1.090
36 H -11.96074 -2.45774 -6.44084  C31 1.090
37 H -14.54871 -2.15077 -6.32422  C32 1.090
38 H -13.60685 -1.38201 -5.28143  C32 1.090
39 H -14.87894 -2.43698 -3.98762  O33 0.960
40 H -13.63531 -4.70769 -6.44031  O34 0.960
41 C -25.54657 1.64340 -8.45890  C42 1.600, O44 1.466, H45 1.090, H46 1.090
42 C -24.84999 1.79457 -9.89124  C41 1.600, O43 1.410, H47 1.090, H48 1.090
43 O -23.71030 2.62460 -9.89376  C42 1.410, H49 0.960
44 O -26.75697 2.42694 -8.72327  C41 1.466, H50 0.960
45 H -24.96262 1.94089 -7.58792  C41 1.090
46 H -25.73741 0.57784 -8.33129  C41 1.090
47 H -25.42765 2.29333 -10.66948  C42 1.090
48 H -24.55411 0.77016 -10.11738  C42 1.090
49 H -22.91687 2.10742 -10.05060  O43 0.960
50 H -26.49409 3.35025 -8.72204  O44 0.960
51 C -16.71857 1.63150 -13.64420  C52 1.610, O54 1.412, H55 1.090, H56 1.090
52 C -15.50338 0.61884 -13.34566  C51 1.610, O53 1.472, H57 1.090, H58 1.090
53 O -15.50545 -0.54231 -14.25009  C52 1.472, H59 0.960
54 O -16.50614 2.78377 -12.85697  C51 1.412, H60 0.960
55 H -17.71755 1.23925 -13.45370  C51 1.090
56 H -16.66367 1.92037 -14.69379  C51 1.090
57 H -15.61896 0.21164 -12.34121  C52 1.090
58 H -14.47443 0.97699 -13.37862  C52 1.090
59 H -16.38434 -0.92456 -14.19497  O53 0.960
60 H -17.29199 3.06052 -12.38007  O54 0.960
61 C -22.56879 -4.71053 -15.65497  C62 1.483, O64 1.434, H65 1.090, H66 1.090
62 C -22.64913 -6.17123 -15.90019  C61 1.483, O63 1.415, H67 1.090, H68 1.090
63 O -22.99594 -6.84141 -14.70314  C62 1.415, H69 0.960
64 O -21.43273 -4.59996 -14.78691  C61 1.434, H70 0.960
65 H -23.39604 -4.28718 -15.08529  C61 1.090
66 H -22.47325 -4.09751 -16.55117  C61 1.090
67 H -21.73588 -6.57778 -16.33472  C62 1.090
68 H -23.49477 -6.41092 -16.54480  C62 1.090
69 H -22.17094 -7.12225 -14.30054  O63 0.960
70 H -21.34628 -5.44562 -14.34083  O64 0.960

***

(b)
Computed, not measured: a cluster of 7 separate species, C14H42O14 in total, with ωB97M-V/def2-TZVPD.

Computed properties:
Lowest unoccupied orbital energy = 0.32 eV
SMILES = OCCO.OCCO.OCCO.OCCO.OCCO.OCCO.OCCO
HOMO = -9.75 eV
Orbital gap = 10.069 eV

Each atom is followed by the atoms it is bonded to, with distances in Å.
Positions of all 70 atoms, in Å:
1 C -1.42745 3.66127 -19.07022  C2 1.534, O4 1.413, H5 1.090, H6 1.090
2 C -2.65583 4.41833 -19.59091  C1 1.534, O3 1.460, H7 1.090, H8 1.090
3 O -3.19370 5.18221 -18.46926  C2 1.460, H9 0.960
4 O -1.92903 2.77213 -18.09395  C1 1.413, H10 0.960
5 H -0.75332 4.39115 -18.62197  C1 1.090
6 H -0.99371 2.97137 -19.79410  C1 1.090
7 H -3.30554 3.77135 -20.18032  C2 1.090
8 H -2.46074 5.26490 -20.24921  C2 1.090
9 H -3.11758 4.62932 -17.68817  O3 0.960
10 H -1.17770 2.49327 -17.56544  O4 0.960
11 C -12.84043 7.72587 -13.21192  C12 1.576, O14 1.466, H15 1.090, H16 1.090
12 C -12.27055 7.08710 -14.53498  C11 1.576, O13 1.412, H17 1.090, H18 1.090
13 O -11.50126 8.02060 -15.26386  C12 1.412, H19 0.960
14 O -13.53493 8.99430 -13.44986  C11 1.466, H20 0.960
15 H -11.91214 8.05854 -12.74745  C11 1.090
16 H -13.33696 6.92958 -12.65741  C11 1.090
17 H -13.02947 6.72611 -15.22914  C12 1.090
18 H -11.66885 6.28026 -14.11659  C12 1.090
19 H -11.86408 8.86658 -14.99133  O13 0.960
20 H -13.50487 9.52029 -12.64734  O14 0.960
21 C -0.69812 9.39593 -19.76156  C22 1.545, O24 1.368, H25 1.090, H26 1.090
22 C -1.00323 10.57136 -20.71612  C21 1.545, O23 1.404, H27 1.090, H28 1.090
23 O -1.72135 10.24500 -21.87758  C22 1.404, H29 0.960
24 O -1.84807 9.18440 -19.05172  C21 1.368, H30 0.960
25 H 0.22706 9.61357 -19.22790  C21 1.090
26 H -0.54873 8.45848 -20.29723  C21 1.090
27 H -0.10044 10.98699 -21.16369  C22 1.090
28 H -1.52973 11.41510 -20.27004  C22 1.090
29 H -1.68701 11.06605 -22.37387  O23 0.960
30 H -1.94626 8.22990 -19.02197  O24 0.960
31 C -5.53903 10.55591 -15.86516  C32 1.570, O34 1.428, H35 1.090, H36 1.090
32 C -6.74639 10.91957 -14.92950  C31 1.570, O33 1.454, H37 1.090, H38 1.090
33 O -6.79026 10.20376 -13.66432  C32 1.454, H39 0.960
34 O -5.31044 9.15074 -15.97351  C31 1.428, H40 0.960
35 H -4.53768 10.86758 -15.56811  C31 1.090
36 H -5.69427 10.82602 -16.90969  C31 1.090
37 H -7.72334 10.69532 -15.35773  C32 1.090
38 H -6.90649 11.99147 -14.81333  C32 1.090
39 H -6.90365 9.28744 -13.92720  O33 0.960
40 H -4.41688 9.10990 -16.32205  O34 0.960
41 C 0.87347 5.90097 -13.49463  C42 1.578, O44 1.353, H45 1.090, H46 1.090
42 C 0.82344 4.50579 -12.75835  C41 1.578, O43 1.373, H47 1.090, H48 1.090
43 O 1.10830 3.41259 -13.53872  C42 1.373, H49 0.960
44 O -0.08300 5.99667 -14.44628  C41 1.353, H50 0.960
45 H 1.83934 5.85433 -13.99764  C41 1.090
46 H 0.73771 6.69268 -12.75783  C41 1.090
47 H -0.13552 4.35703 -12.26200  C42 1.090
48 H 1.53224 4.48233 -11.93061  C42 1.090
49 H 1.16581 2.55195 -13.11727  O43 0.960
50 H -0.76897 6.64952 -14.28863  O44 0.960
51 C -8.37056 16.97182 -11.23477  C52 1.638, O54 1.434, H55 1.090, H56 1.090
52 C -7.15543 16.08735 -11.88582  C51 1.638, O53 1.422, H57 1.090, H58 1.090
53 O -6.91839 16.41078 -13.24979  C52 1.422, H59 0.960
54 O -9.55006 16.90019 -12.04649  C51 1.434, H60 0.960
55 H -8.03131 18.00495 -11.30992  C51 1.090
56 H -8.45443 16.59960 -10.21373  C51 1.090
57 H -7.47250 15.04794 -11.80111  C52 1.090
58 H -6.22095 16.29150 -11.36315  C52 1.090
59 H -7.59559 16.05409 -13.82923  O53 0.960
60 H -9.49601 17.53912 -12.76094  O54 0.960
61 C -6.40853 2.70801 -16.11300  C62 1.549, O64 1.395, H65 1.090, H66 1.090
62 C -6.65173 3.76784 -15.00930  C61 1.549, O63 1.404, H67 1.090, H68 1.090
63 O -6.34696 3.34722 -13.70535  C62 1.404, H69 0.960
64 O -7.32737 1.65867 -16.07364  C61 1.395, H70 0.960
65 H -5.40822 2.34473 -15.87743  C61 1.090
66 H -6.22318 3.13249 -17.09970  C61 1.090
67 H -7.61811 4.18486 -15.29268  C62 1.090
68 H -5.99518 4.59900 -15.26666  C62 1.090
69 H -6.92394 3.79850 -13.08484  O63 0.960
70 H -7.09293 1.20529 -15.26057  O64 0.960

***

Short version: (a) is the least stable of them.

***

(a)
Computed, not measured: the molecule C3H8NP, with ωB97M-V/def2-TZVPD.

Computed properties:
Lowest unoccupied orbital energy (alpha / beta) = -0.32 / -0.30 eV
SMILES = [H]/N=C(\P)CC
HOMO (alpha / beta) = -9.66 / -8.60 eV
Orbital gap (alpha / beta) = 9.341 / 8.298 eV

Each atom is followed by the atoms it is bonded to, with distances in Å.
Positions of all 13 atoms, in Å:
1 C 0.94186 -0.50814 -0.14678  C3 1.495, N4 1.685, P5 1.786
2 C -1.39978 0.38277 -0.75096  C3 1.502, H6 1.230, H7 1.098, H8 1.069
3 C -0.54086 -0.56293 0.03898  C1 1.495, C2 1.502, H9 1.080, H10 1.221
4 N 1.47768 -1.89932 -0.93221  C1 1.685, H11 1.046
5 P 2.00902 0.87602 0.22122  C1 1.786, H12 1.503, H13 1.492
6 H -2.62447 0.30042 -0.67150  C2 1.230
7 H -1.22709 0.23508 -1.82533  C2 1.098
8 H -1.01266 1.35637 -0.53839  C2 1.069
9 H -0.75656 -0.44110 1.09048  C3 1.080
10 H -0.77947 -1.75173 -0.10666  C3 1.221
11 H 2.49677 -2.01192 -0.72630  N4 1.046
12 H 1.45256 1.29325 1.55396  P5 1.503
13 H 2.97534 0.07244 1.02589  P5 1.492

***

(b)
Computed, not measured: a cluster of 2 separate species, C3H8NP in total, with ωB97M-V/def2-TZVPD.

Computed properties:
Lowest unoccupied orbital energy = 0.45 eV
SMILES = C=NC.C=P
HOMO = -9.27 eV
Orbital gap = 9.721 eV

Each atom is followed by the atoms it is bonded to, with distances in Å.
Positions of all 13 atoms, in Å:
1 C 0.47219 1.49105 1.02044  N4 1.390, H6 1.256, H7 1.114, H12 1.030
2 C 1.25712 0.30078 -0.73005  N4 1.236, H8 1.094, H9 1.146
3 C -0.93418 -1.58731 -0.75552  P5 1.611, H10 1.061, H11 1.038
4 N 0.37759 1.05305 -0.29505  C1 1.390, C2 1.236
5 P -2.35731 -0.83255 -0.71578  C3 1.611, H13 1.436
6 H -0.03395 0.58020 1.72198  C1 1.256
7 H 1.37969 1.66258 1.64245  C1 1.114
8 H 2.15641 -0.19263 -0.35047  C2 1.094
9 H 0.97366 0.00167 -1.79931  C2 1.146
10 H -0.44366 -2.24038 -0.07903  C3 1.061
11 H -0.23876 -1.44369 -1.51289  C3 1.038
12 H 0.00770 2.39222 1.20158  C1 1.030
13 H -2.61650 -1.18500 0.65163  P5 1.436

***

(c)
Computed, not measured: the molecule C3H8NP, with ωB97M-V/def2-TZVPD.

Computed properties:
Lowest unoccupied orbital energy = 0.45 eV
SMILES = CC(C)=NP
HOMO = -7.68 eV
Orbital gap = 8.127 eV

Each atom is followed by the atoms it is bonded to, with distances in Å.
Positions of all 13 atoms, in Å:
1 C 0.11346 -1.43466 0.06856  C2 1.559, H6 1.110, H7 1.115, H8 1.117
2 C 0.34277 0.08563 0.32892  C1 1.559, C3 1.539, N4 1.311
3 C 1.62871 0.85244 -0.02798  C2 1.539, H9 1.113, H10 1.120, H11 1.113
4 N -0.63313 0.78181 0.85982  C2 1.311, P5 1.754
5 P -1.97686 0.96951 -0.25130  N4 1.754, H12 1.434, H13 1.436
6 H -0.49820 -1.86736 0.88785  C1 1.110
7 H 1.05949 -2.00319 -0.08762  C1 1.115
8 H -0.44626 -1.54689 -0.89176  C1 1.117
9 H 1.95070 1.56394 0.76569  C3 1.113
10 H 1.37678 1.49122 -0.91230  C3 1.120
11 H 2.47376 0.19494 -0.33323  C3 1.113
12 H -3.15919 1.17816 0.53216  P5 1.434
13 H -2.23202 -0.26555 -0.93882  P5 1.436

***

Short version: (a) is the least stable of them.

***

(a)
Computed, not measured: a cluster of 6 separate species, C6H25NO5 in total, with ωB97M-V/def2-TZVPD.

Computed properties:
Lowest unoccupied orbital energy = 0.45 eV
SMILES = CC(C)C[C@H](C)N.O.O.O.O.O
HOMO = -9.71 eV
Orbital gap = 10.161 eV

Each atom is followed by the atoms it is bonded to, with distances in Å.
Positions of all 37 atoms, in Å:
1 C 0.77725 -0.27870 1.74191  C2 1.525, H8 1.093, H9 1.086, H10 1.089
2 C 0.48260 -0.33195 0.24616  C1 1.525, C3 1.536, N7 1.485, H11 1.090
3 C -0.36116 0.87543 -0.18786  C2 1.536, C4 1.541, H12 1.091, H13 1.095
4 C -1.87487 0.62051 -0.05098  C3 1.541, C5 1.530, C6 1.518, H14 1.099
5 C -2.39908 -0.31255 -1.14378  C4 1.530, H15 1.090, H16 1.089, H17 1.094
6 C -2.63474 1.93455 -0.06123  C4 1.518, H18 1.097, H19 1.091, H20 1.093
7 N 1.76946 -0.42837 -0.48814  C2 1.485, H21 1.014, H22 1.021
8 H 1.28779 -1.19595 2.04753  C1 1.093
9 H -0.12598 -0.18021 2.33716  C1 1.086
10 H 1.42175 0.55881 2.00391  C1 1.089
11 H -0.00887 -1.27376 0.00174  C2 1.090
12 H -0.16116 1.74258 0.44368  C3 1.091
13 H -0.17724 1.12417 -1.23789  C3 1.095
14 H -2.07961 0.13862 0.91534  C4 1.099
15 H -3.46176 -0.51704 -1.01067  C5 1.090
16 H -1.83666 -1.24524 -1.12030  C5 1.089
17 H -2.28110 0.16267 -2.12204  C5 1.094
18 H -2.46789 2.47937 -0.99808  C6 1.097
19 H -2.33659 2.60436 0.74605  C6 1.091
20 H -3.71087 1.78880 0.06084  C6 1.093
21 H 2.33756 0.39638 -0.33078  N7 1.014
22 H 1.58611 -0.60040 -1.47796  N7 1.021
23 H 0.20581 2.99457 3.92823  O25 0.965
24 H 0.54361 2.96626 2.42889  O25 0.985
25 O -0.21147 2.93738 3.06045  H23 0.965, H24 0.985
26 H 1.13667 -3.61836 -0.88126  O28 0.989
27 H -0.37456 -4.05304 -0.80439  O28 0.962
28 O 0.32241 -3.79382 -1.41429  H26 0.989, H27 0.962
29 H 2.31340 -2.12863 0.09404  O31 0.980
30 H 3.29258 -3.25646 -0.40528  O31 0.977
31 O 2.46544 -3.09639 0.09009  H29 0.980, H30 0.977
32 H 1.92241 3.63397 0.64240  O34 0.963
33 H 2.04282 2.09293 0.79585  O34 0.977
34 O 2.01632 2.93225 1.29464  H32 0.963, H33 0.977
35 H -0.37455 -1.51517 -3.46427  O37 0.966
36 H 0.44557 -2.48834 -2.57491  O37 0.978
37 O 0.50859 -1.66924 -3.10482  H35 0.966, H36 0.978

***

(b)
Computed, not measured: a cluster of 6 separate species, C6H25NO5 in total, with ωB97M-V/def2-TZVPD.

Computed properties:
Lowest unoccupied orbital energy = 0.38 eV
SMILES = CCN(C)C(C)C.O.O.O.O.O
HOMO = -8.96 eV
Orbital gap = 9.347 eV

Each atom is followed by the atoms it is bonded to, with distances in Å.
Positions of all 37 atoms, in Å:
1 C -0.96879 -1.99742 2.11424  C2 1.541, H8 1.093, H9 1.085, H10 1.092
2 C -0.05628 -0.78246 2.37024  C1 1.541, N3 1.459, H11 1.084, H12 1.105
3 N 0.68500 -0.31856 1.20246  C2 1.459, C4 1.502, C6 1.505
4 C 1.84336 -1.24267 0.95913  N3 1.502, H13 1.087, H14 1.082, H15 1.086
5 C 2.39499 1.39449 2.09052  C6 1.550, H16 1.079, H17 1.088, H18 1.067
6 C 1.08214 1.12939 1.31018  N3 1.505, C5 1.550, C7 1.530, H19 1.086
7 C 1.13285 1.70506 -0.10670  C6 1.530, H20 1.090, H21 1.074, H22 1.085
8 H -0.43145 -2.83672 1.66643  C1 1.093
9 H -1.29375 -2.31493 3.09967  C1 1.085
10 H -1.73661 -1.80330 1.36254  C1 1.092
11 H -0.60073 0.03657 2.82635  C2 1.084
12 H 0.60894 -1.18441 3.15524  C2 1.105
13 H 2.61442 -1.04597 1.69958  C4 1.087
14 H 1.39989 -2.22014 1.09902  C4 1.082
15 H 2.22475 -1.03702 -0.03684  C4 1.086
16 H 2.77209 0.55989 2.66035  C5 1.079
17 H 3.15894 1.62193 1.34942  C5 1.088
18 H 2.27128 2.21994 2.75594  C5 1.067
19 H 0.28193 1.59426 1.87802  C6 1.086
20 H 2.13269 1.61616 -0.53279  C7 1.090
21 H 0.51906 1.14143 -0.78359  C7 1.074
22 H 0.72203 2.70975 -0.10830  C7 1.085
23 H 0.22545 -2.05020 -1.73207  O25 0.956
24 H -0.58644 -0.87503 -1.00018  O25 0.940
25 O -0.53787 -1.47540 -1.72247  H23 0.956, H24 0.940
26 H -1.57010 -1.41323 -4.56075  O28 0.960
27 H -1.55611 -2.24412 -3.25269  O28 0.968
28 O -1.41243 -2.29233 -4.20902  H26 0.960, H27 0.968
29 H -3.48240 0.68400 -0.07617  O31 0.967
30 H -3.12398 0.92159 1.32789  O31 0.961
31 O -3.18542 1.40264 0.49856  H29 0.967, H30 0.961
32 H -1.64380 2.21653 -2.19618  O34 0.966
33 H -2.83372 3.06431 -1.88734  O34 0.964
34 O -2.56410 2.33980 -2.46390  H32 0.966, H33 0.964
35 H 1.23720 0.24862 -3.81933  O37 0.947
36 H -0.09582 -0.08883 -3.23497  O37 0.967
37 O 0.37279 0.61637 -3.70250  H35 0.947, H36 0.967

***

Short version: (b) is the least stable of them.